The following is a quantum chemistry calculation of an isolated ion of composition CCl2O4P and charge -1 at a distorted geometry, from OMol25.

```
8
Properties=species:S:1:pos:R:3
C -0.374 0.504 -0.716
O 0.596 0.198 2.103
O 0.396 -2.180 0.977
O -1.085 0.029 0.200
O 1.055 -0.125 -0.516
P 0.371 -0.751 0.976
Cl -0.216 2.349 -0.692
Cl -0.743 -0.025 -2.331
```

## Properties
**HOMO level**: -6.196 eV
**Charge**: -1
**Relative energy (zero: lowest compared OMol25 entry of this formula, charge and spin)**: 0.0 kcal/mol

***

The following is a quantum chemistry calculation of CCl2O4P as an isolated structure at a distorted geometry, from OMol25.

```
8
Properties=species:S:1:pos:R:3
C -0.314 0.941 -0.474
O 1.564 -0.477 1.095
O -0.702 -1.468 1.713
O -0.767 1.102 0.612
O 0.070 -1.256 -0.786
P 0.263 -1.047 0.668
Cl 1.236 1.356 -1.001
Cl -1.350 0.849 -1.827
```

## Properties
**HOMO level**: -5.290 eV
**Charge**: -1
**Relative energy (zero: lowest compared OMol25 entry of this formula, charge and spin)**: 25.0 kcal/mol

***

Record-wise HOMO-LUMO gap values, in eV: 9.54, 8.48